Below is a cluster of 2 separate species, C4H2F7N in total, with properties calculated with ωB97M-V with the def2-TZVPD basis set.

CARTESIAN COORDINATES (ANGSTROEM)
1 C 0.1360 -0.6345 0.7353
2 C 0.2108 0.2622 -0.2893
3 C -0.8279 0.3199 -1.3838
4 C 1.3656 1.2380 -0.3942
5 N -0.8476 -2.2862 1.8172
6 F -0.5780 -0.5773 -2.3467
7 F -2.0493 0.0378 -0.8982
8 F -0.9058 1.5186 -1.9636
9 F 0.9844 2.4784 -0.0706
10 F 2.3737 0.9179 0.4180
11 F 1.8491 1.2796 -1.6380
12 F -0.8053 -1.7415 3.0448
13 H -1.8127 -2.1506 1.4828
14 H 0.9070 -0.6624 1.4864

Summary:
Energy relative to the best compared isomer or geometry (same formula, charge and spin), eV: 4.7777
2S+1: 1
Net charge: 0

---

Below is a structure of composition C4H6NS, with properties calculated with ωB97M-V with the def2-TZVPD basis set.

CARTESIAN COORDINATES (ANGSTROEM)
1 C -1.1932 1.0479 0.4495
2 C -1.3611 0.2201 -0.8025
3 C 1.7782 -1.4035 0.8950
4 C 0.2525 0.4393 -0.7946
5 N 0.0544 1.2186 0.4610
6 S 1.3741 -1.0982 -0.6432
7 H -1.8405 1.4026 1.1470
8 H -1.6355 -0.8190 -0.5309
9 H -1.9247 0.8646 -1.4331
10 H 1.7305 -0.6211 1.6786
11 H 2.1535 -2.3672 1.2755
12 H 0.6118 1.1159 -1.7022

Summary:
Energy relative to the best compared isomer or geometry (same formula, charge and spin), eV: 2.9346
2S+1: 1
Net charge: +1

---

Below is a cluster of 2 separate species, C10H13NO in total, with properties calculated with ωB97M-V with the def2-TZVPD basis set.

CARTESIAN COORDINATES (ANGSTROEM)
1 C 4.1808 1.4914 -0.8842
2 O 3.5526 0.1843 -0.8706
3 H 4.0378 -0.2647 -0.0873
4 H 3.8458 2.0892 -0.0763
5 H 3.9645 2.0462 -1.8241
6 H 5.1486 1.2783 -0.9030
7 C 0.6870 1.0666 2.3519
8 C 0.6022 1.1697 -0.1577
9 C -1.0438 -0.3096 -0.7456
10 C 0.0458 0.7287 1.0553
11 C -1.0011 -0.1976 0.6553
12 C -1.9820 -1.1999 -1.4831
13 C -2.9631 -1.8215 -0.7732
14 C -2.0501 -0.9046 1.3751
15 C -2.8991 -1.6984 0.7482
16 N 0.0665 0.4826 -1.2447
17 H 0.0997 0.9409 -2.1167
18 H 1.3072 1.9225 -0.1122
19 H -2.0404 -1.0352 -2.5431
20 H 1.4623 0.3691 2.4966
21 H 0.0431 1.2430 3.2432
22 H -3.7863 -2.4029 -1.1651
23 H -2.0724 -0.5958 2.4007
24 H -3.7792 -2.1984 1.1951
25 H 1.4235 1.8060 2.3176

Summary:
SMILES string: Cc1c[nH]c2ccccc12.CO
Energy relative to the best compared isomer or geometry (same formula, charge and spin), eV: 2.3263
2S+1: 1
Net charge: 0

---

Below is an isolated molecule of C4H7NO2, with properties calculated with ωB97M-V with the def2-TZVPD basis set.

CARTESIAN COORDINATES (ANGSTROEM)
1 C -1.1631 1.2744 0.2366
2 C -1.1373 -0.3035 0.2979
3 C -1.7999 -1.0924 -0.5732
4 C 1.2657 -0.7506 0.5410
5 H -0.2274 1.5930 -0.3951
6 H -2.1139 1.6290 -0.3573
7 H -0.9885 1.9475 1.2079
8 H -1.3535 -2.0626 -0.4355
9 H -2.4986 -0.5441 -1.1507
10 H 2.0074 -0.8930 1.4833
11 H 3.3711 0.1414 -1.1458
12 N 1.6886 -0.2354 -0.5432
13 O -0.0412 -0.8225 0.8582
14 O 2.9907 0.1188 -0.0241

Summary:
SMILES string: C=C(C)O/C=N/O
Energy relative to the best compared isomer or geometry (same formula, charge and spin), eV: 6.5473
2S+1: 1
Net charge: 0

---

Below is a cluster of 2 separate species, C2H2Br2O3 in total, with properties calculated with ωB97M-V with the def2-TZVPD basis set.

CARTESIAN COORDINATES (ANGSTROEM)
1 C -0.0621 0.6918 -0.9062
2 C -0.3182 -1.2038 1.6402
3 O -0.3760 -0.3408 -0.3677
4 O -0.9815 -0.5978 2.3701
5 O -0.3742 0.9883 -2.1101
6 Br 1.6377 -1.2701 1.8166
7 Br 0.5428 2.4138 -3.0446
8 H 0.5508 1.3060 -0.2833
9 H -0.6192 -1.9874 0.8850

Summary:
SMILES string: O=COBr.O=CBr
Energy relative to the best compared isomer or geometry (same formula, charge and spin), eV: 0.6933
2S+1: 1
Net charge: 0

---

Below is a cluster of 2 separate species, C4H9Br2N3 in total, with properties calculated with ωB97M-V with the def2-TZVPD basis set.

CARTESIAN COORDINATES (ANGSTROEM)
1 C -0.9782 0.9337 0.1148
2 C -1.6316 -1.6923 -0.8559
3 C 2.4289 1.5021 1.2698
4 C 1.4250 0.5332 0.6512
5 N 0.1321 1.1099 0.7028
6 N -2.0348 -2.5251 -1.7595
7 N -0.8281 -0.7137 -1.0314
8 Br -2.5314 1.7811 -0.0272
9 Br -2.4119 -1.7868 0.8860
10 H 3.0311 2.0865 0.5085
11 H 2.0248 2.3272 1.9297
12 H 3.1240 0.9499 1.8988
13 H 1.6510 0.3734 -0.3847
14 H 1.5674 -0.4639 0.7960
15 H 0.2911 1.7997 1.4668
16 H -1.5414 -2.6343 -2.6403
17 H -2.7845 -3.2117 -1.5695
18 H -0.9333 -0.3689 -1.9559

Summary:
Energy relative to the best compared isomer or geometry (same formula, charge and spin), eV: 1.0709
2S+1: 1
Net charge: +2

---

Below is an isolated molecule of C6H13NOS2, with properties calculated with ωB97M-V with the def2-TZVPD basis set.

CARTESIAN COORDINATES (ANGSTROEM)
1 C -0.2948 -1.2685 1.6971
2 C -0.7307 -1.1612 0.1803
3 C 0.1346 0.0692 2.3586
4 C 0.1587 -0.1178 -0.5051
5 C -0.5087 1.1905 -0.9873
6 C -1.2563 0.8853 -2.2712
7 N 1.2495 0.6794 1.6064
8 O -0.3166 0.5889 -3.2325
9 S 1.6321 -0.5948 -1.2219
10 S 2.6625 -0.0956 1.6285
11 H -1.0573 -1.7001 2.3518
12 H 0.5327 -1.9533 1.7059
13 H -0.5413 -2.1212 -0.4108
14 H -1.8013 -0.7395 0.1789
15 H -0.6119 0.7748 2.4650
16 H 0.5746 -0.1874 3.4338
17 H 0.3312 1.8663 -1.1302
18 H -1.2349 1.5346 -0.2914
19 H -1.8775 -0.0856 -2.0928
20 H -1.8434 1.7216 -2.5647
21 H 0.0172 1.3564 -3.5453
22 H 1.4154 -1.6778 -0.5373
23 H 3.3660 1.0360 1.1842

Summary:
Energy relative to the best compared isomer or geometry (same formula, charge and spin), eV: 5.6285
2S+1: 1
Net charge: 0

---

Below is a structure of composition C6H3O5Sn, with properties calculated with ωB97M-V with the def2-TZVPD basis set.

CARTESIAN COORDINATES (ANGSTROEM)
1 C 1.7540 -0.4947 0.0241
2 C 0.4071 -1.1074 0.0048
3 O 0.0846 -3.2056 -1.3797
4 C 0.2196 -2.2406 -0.8299
5 O 1.9110 0.6161 -0.4685
6 H 2.6092 -1.1187 0.3277
7 Sn 3.1299 1.9069 -0.8445
8 O -1.6831 1.7032 0.8394
9 C -1.9404 1.4971 -0.5377
10 C -0.9160 0.7357 1.2753
11 O -2.5137 2.2640 -1.2218
12 O -1.2926 0.3830 -0.8794
13 C -0.7571 -0.2230 0.2643
14 H -0.6278 0.7007 2.3250
15 H -0.3848 -1.4166 1.1010

Summary:
2S+1: 1
Net charge: +3

---

Below is a cluster of 2 separate species, C2H8NSe2 in total, with properties calculated with ωB97M-V with the def2-TZVPD basis set.

CARTESIAN COORDINATES (ANGSTROEM)
1 C -1.3152 -0.1257 1.8894
2 C 0.7984 0.7198 -1.3817
3 N 0.8230 -0.3613 -0.3365
4 Se -2.8379 0.5156 2.6587
5 Se 2.1214 0.6239 -3.0496
6 H -0.7822 -1.1008 2.0944
7 H -0.6592 0.4633 1.2970
8 H -0.2029 0.6732 -1.7972
9 H 0.9325 1.6932 -0.8700
10 H 1.8426 -0.4890 -0.0998
11 H 0.6060 -1.2512 -0.7648
12 H -3.0274 -0.6792 3.5497
13 H 1.7010 -0.6818 -3.1898

Summary:
Energy relative to the best compared isomer or geometry (same formula, charge and spin), eV: 1.6848
2S+1: 1
Net charge: +1

---

| no. | F_max (eV/Å) | energy (Eh) |
| --- | --- | --- |
| 1 | 3.1 | -907.253413 |
| 2 | 3.0 | -608.555438 |
| 3 | 4.9 | -518.757413 |
| 4 | 8.6 | -361.640248 |
| 5 | 3.6 | -5451.070832 |
| 6 | 5.0 | -5469.331700 |
| 7 | 4.8 | -1162.619064 |
| 8 | 7.8 | -819.463862 |
| 9 | 3.1 | -4938.223213 |